Entry 1:
# H2NOP

H2NOP in the gas phase in a non-equilibrium geometry (ωB97M-V/def2-TZVPD, the Open Molecules 2025 dataset).

Last columns: bonded neighbours and bond lengths (Å).
Positions of all 5 atoms, in Å:
1 N 0.2876 1.3112 0.1956  P3 1.567, H4 1.078
2 O 2.3387 -0.0866 -0.7974  P3 1.462
3 P 0.9467 0.0015 -0.3581  N1 1.567, O2 1.462, H5 1.571
4 H -0.6786 1.3432 0.6727  N1 1.078
5 H 0.4383 -1.4670 -0.1251  P3 1.571

Properties
gap between HOMO and LUMO: 10.37 eV
total charge: 0
E_HOMO: -10.85 eV
energy relative to the best compared isomer or geometry (same formula, charge and spin): 40.76 kcal per mole
LUMO: -0.5 eV

=====

Entry 2:
# C20H49N3O5P

3 unconnected molecules or ions with the total composition C20H49N3O5P in a non-equilibrium geometry (ωB97M-V/def2-TZVPD, the Open Molecules 2025 dataset).

Last columns: bonded neighbours and bond lengths (Å).
Positions of all 78 atoms, in Å:
1 C 2.6888 1.4659 2.7836  C2 1.610, H16 1.145, H17 1.148, H18 1.152
2 C 2.0679 2.7061 1.9659  C1 1.610, C3 1.603, H19 1.148, H20 1.148
3 C 0.4770 2.6538 1.7784  C2 1.603, C4 1.604, H21 1.151, H22 1.155
4 C 0.1379 2.1097 0.3079  C3 1.604, C5 1.606, H23 1.154, H24 1.145
5 C -1.4282 1.9567 -0.0119  C4 1.606, N6 1.510, H25 1.152, H26 1.153
6 N -2.1458 0.8958 0.7881  C5 1.510, C7 1.527, P12 1.779, H27 1.048
7 C -2.5820 1.3522 2.1789  N6 1.527, O8 1.441, H28 1.140, H29 1.148
8 O -3.9784 1.0203 2.3126  C7 1.441, C9 1.442
9 C -4.5254 2.0185 3.1981  O8 1.442, C10 1.597, O11 1.238
10 C -5.0840 3.3762 2.5697  C9 1.597, H30 1.136, H31 1.138, H32 1.141
11 O -4.5073 1.7918 4.4151  C9 1.238
12 P -1.2961 -0.6623 0.9121  N6 1.779, O13 1.525, O14 1.694, O15 1.717
13 O -1.0306 -1.2520 -0.4689  P12 1.525
14 O 0.0564 -0.6256 1.9309  P12 1.694, H33 0.992
15 O -2.4069 -1.7308 1.6678  P12 1.717, H34 0.994
16 H 1.8172 0.9427 3.3108  C1 1.145
17 H 3.4150 1.7973 3.6087  C1 1.148
18 H 3.1923 0.7196 2.0646  C1 1.152
19 H 2.6267 2.7881 0.9661  C2 1.148
20 H 2.2988 3.6549 2.5698  C2 1.148
21 H 0.0094 3.6990 1.8996  C3 1.151
22 H 0.0707 1.9599 2.6069  C3 1.155
23 H 0.5448 2.9026 -0.4256  C4 1.154
24 H 0.7437 1.1629 0.0877  C4 1.145
25 H -1.5301 1.7536 -1.1408  C5 1.152
26 H -1.9586 2.9653 0.1662  C5 1.153
27 H -3.0398 0.6988 0.2769  N6 1.048
28 H -2.3484 2.4627 2.2848  C7 1.140
29 H -1.9465 0.7484 2.9208  C7 1.148
30 H -5.9128 3.0988 1.8434  C10 1.136
31 H -5.4182 4.0252 3.4421  C10 1.138
32 H -4.2161 3.9199 2.0657  C10 1.141
33 H 0.7606 -1.2399 1.5970  O14 0.992
34 H -2.1989 -1.7177 2.6400  O15 0.994
35 C -0.8383 2.8095 -7.9672  C36 1.523, H42 1.093, H43 1.093, H44 1.093
36 C -0.5799 3.3948 -6.5847  C35 1.523, N37 1.461, H45 1.095, H46 1.097
37 N -1.7119 3.2771 -5.6681  C36 1.461, C38 1.460, C40 1.459
38 C -1.5407 4.0527 -4.4432  N37 1.460, C39 1.529, H47 1.096, H48 1.096
39 C -0.4088 3.6466 -3.4984  C38 1.529, H49 1.092, H50 1.095, H51 1.091
40 C -2.2502 1.9339 -5.4790  N37 1.459, C41 1.529, H52 1.094, H53 1.096
41 C -1.3018 0.8583 -4.9476  C40 1.529, H54 1.092, H55 1.094, H56 1.091
42 H -1.7081 3.2742 -8.4376  C35 1.093
43 H 0.0271 2.9902 -8.6102  C35 1.093
44 H -0.9940 1.7281 -7.9351  C35 1.093
45 H -0.3528 4.4564 -6.7239  C36 1.095
46 H 0.3247 2.9312 -6.1709  C36 1.097
47 H -2.4834 4.0569 -3.8841  C38 1.096
48 H -1.3818 5.0986 -4.7278  C38 1.096
49 H -0.6617 2.7514 -2.9265  C39 1.092
50 H -0.2330 4.4449 -2.7692  C39 1.095
51 H 0.5329 3.4740 -4.0207  C39 1.091
52 H -2.6539 1.5886 -6.4358  C40 1.094
53 H -3.1285 1.9846 -4.8248  C40 1.096
54 H -0.3156 0.8997 -5.4144  C41 1.092
55 H -1.7188 -0.1315 -5.1551  C41 1.094
56 H -1.1776 0.9262 -3.8657  C41 1.091
57 C 4.6562 -3.9609 3.9286  C58 1.524, H64 1.093, H65 1.093, H66 1.093
58 C 3.1849 -4.3436 3.8288  C57 1.524, N59 1.461, H67 1.095, H68 1.097
59 N 2.6852 -4.4328 2.4583  C58 1.461, C60 1.461, C62 1.461
60 C 1.2310 -4.5556 2.3848  N59 1.461, C61 1.528, H69 1.096, H70 1.098
61 C 0.5934 -5.8171 2.9663  C60 1.528, H71 1.090, H72 1.095, H73 1.091
62 C 3.4266 -5.3123 1.5582  N59 1.461, C63 1.528, H74 1.095, H75 1.096
63 C 3.5455 -6.7857 1.9468  C62 1.528, H76 1.092, H77 1.094, H78 1.090
64 H 4.8523 -3.0077 3.4311  C57 1.093
65 H 4.9377 -3.8548 4.9796  C57 1.093
66 H 5.3106 -4.7220 3.4965  C57 1.093
67 H 2.6166 -3.5715 4.3579  C58 1.095
68 H 3.0282 -5.2806 4.3772  C58 1.097
69 H 0.9121 -4.4481 1.3415  C60 1.096
70 H 0.7953 -3.6898 2.9004  C60 1.098
71 H 0.7255 -6.6749 2.3063  C61 1.090
72 H -0.4854 -5.6683 3.0767  C61 1.095
73 H 0.9863 -6.0696 3.9520  C61 1.091
74 H 4.4373 -4.9089 1.4403  C62 1.095
75 H 2.9970 -5.2462 0.5522  C62 1.096
76 H 3.7588 -6.9246 3.0088  C63 1.092
77 H 4.3650 -7.2459 1.3874  C63 1.094
78 H 2.6429 -7.3439 1.6976  C63 1.090

Properties
gap between HOMO and LUMO: 6.76 eV
total charge: +1
E_HOMO: -10.15 eV
LUMO: -3.4 eV

=====

Entry 3:
# C8H7N3

C8H7N3 in the gas phase in a non-equilibrium geometry (ωB97M-V/def2-TZVPD, the Open Molecules 2025 dataset).

Last columns: bonded neighbours and bond lengths (Å).
Positions of all 18 atoms, in Å:
1 C 3.0306 -0.1573 -0.0062  C2 1.390, C11 1.336, H12 1.106
2 C 2.5178 1.1337 -0.0624  C1 1.390, C3 1.409, H13 1.275
3 C 1.1169 1.2647 0.0039  C2 1.409, C4 1.457, H14 1.033
4 C 0.3441 0.0293 -0.0220  C3 1.457, C5 1.461, N10 1.355
5 C -1.1168 0.0274 0.0085  C4 1.461, N6 1.378, N9 1.318
6 N -1.8759 1.1776 -0.0031  C5 1.378, C7 1.419
7 C -3.1950 0.6551 0.0276  N6 1.419, C8 1.343, H15 1.311
8 C -3.1669 -0.6859 -0.0341  C7 1.343, N9 1.353, H16 0.981
9 N -1.8651 -1.0554 -0.0625  C5 1.318, C8 1.353, H17 0.998
10 N 0.9144 -1.1995 -0.0464  C4 1.355, C11 1.337
11 C 2.2489 -1.2403 0.0202  C1 1.336, N10 1.337, H18 1.168
12 H 4.1284 -0.2551 -0.0995  C1 1.106
13 H 3.1587 2.2297 0.0597  C2 1.275
14 H 0.6957 2.2067 0.0393  C3 1.033
15 H -4.1987 1.4849 -0.1207  C7 1.311
16 H -3.9043 -1.3194 0.0951  C8 0.981
17 H -1.4448 -1.9539 0.0451  N9 0.998
18 H 2.6118 -2.3422 0.1575  C11 1.168

Properties
gap between HOMO and LUMO: 8.89 eV
total charge: 0
E_HOMO: -8.41 eV
energy relative to the best compared isomer or geometry (same formula, charge and spin): 43.11 kcal per mole
LUMO: 0.5 eV

=====

Entry 4:
# CH6N4O2

CH6N4O2 in the gas phase in a non-equilibrium geometry (ωB97M-V/def2-TZVPD, the Open Molecules 2025 dataset).

Last columns: bonded neighbours and bond lengths (Å).
Positions of all 13 atoms, in Å:
1 N 1.6740 -1.1428 0.2198  N2 1.314, H8 1.054, H9 1.008
2 N 1.6085 -0.3713 -0.8422  N1 1.314, N3 1.237
3 N 0.6810 0.4258 -1.0251  N2 1.237, C4 1.438
4 C -0.4820 0.5105 -0.1840  N3 1.438, N5 1.423, O6 1.375, O7 1.517
5 N -1.4128 -0.5006 -0.5532  C4 1.423, H10 1.011, H11 1.012
6 O -1.0584 1.7509 -0.3206  C4 1.375, H12 0.964
7 O -0.1349 0.3751 1.2861  C4 1.517, H13 0.964
8 H 1.0659 -0.9171 1.0504  N1 1.054
9 H 2.5581 -1.6136 0.3288  N1 1.008
10 H -1.0396 -1.4304 -0.4187  N5 1.011
11 H -2.2831 -0.3952 -0.0476  N5 1.012
12 H -0.8435 2.0877 -1.1976  O6 0.964
13 H -0.3331 1.2211 1.7039  O7 0.964

Properties
gap between HOMO and LUMO: 10.08 eV
total charge: 0
E_HOMO: -9.32 eV
energy relative to the best compared isomer or geometry (same formula, charge and spin): 22.81 kcal per mole
LUMO: 0.8 eV

=====

Entry 5:
# C5H33N2O11

11 unconnected molecules or ions with the total composition C5H33N2O11 in a non-equilibrium geometry (ωB97M-V/def2-TZVPD, the Open Molecules 2025 dataset).

Last columns: bonded neighbours and bond lengths (Å).
Positions of all 51 atoms, in Å:
1 C 1.2186 -0.8748 0.0108  C2 1.428, H9 1.100, H10 1.103, H11 1.160
2 C -0.0451 -1.5372 -0.0469  C1 1.428, C3 1.616, N8 1.567, H12 1.125
3 C -1.0715 -1.2238 -1.2555  C2 1.616, C4 1.539, H13 1.093, H14 1.152
4 C -1.8988 -0.0435 -0.7169  C3 1.539, C5 1.458, H15 1.089, H16 1.162
5 C -1.0311 1.1191 -0.8653  C4 1.458, N6 1.378, O7 1.234
6 N -0.7795 1.6555 -2.1090  C5 1.378, H17 0.997, H18 0.977
7 O -0.2997 1.5377 0.0359  C5 1.234
8 N 0.2019 -3.0841 -0.0171  C2 1.567, H19 1.102, H20 1.005, H21 1.132
9 H 1.3236 -0.1868 -0.8411  C1 1.100
10 H 2.0236 -1.6173 -0.1204  C1 1.103
11 H 1.6158 -0.2738 0.9196  C1 1.160
12 H -0.5460 -1.3596 0.9450  C2 1.125
13 H -0.5506 -1.1917 -2.2155  C3 1.093
14 H -1.6968 -2.1833 -1.3784  C3 1.152
15 H -2.7357 -0.0380 -1.4145  C4 1.089
16 H -2.3339 -0.0623 0.3609  C4 1.162
17 H -0.0054 2.2837 -2.0858  N6 0.997
18 H -1.2077 1.6610 -2.9866  N6 0.977
19 H 0.9489 -3.4395 -0.7452  N8 1.102
20 H 0.6618 -3.1815 0.8713  N8 1.005
21 H -0.7494 -3.6414 -0.2744  N8 1.132
22 H 2.4978 -2.0822 -2.3193  O24 0.959
23 H 3.4069 -3.2052 -1.7919  O24 0.997
24 O 2.4507 -2.9547 -1.9249  H22 0.959, H23 0.997
25 H 2.8439 3.8719 -0.2330  O27 1.027
26 H 2.3376 2.7888 0.9526  O27 0.942
27 O 3.0362 3.0804 0.3918  H25 1.027, H26 0.942
28 H -3.9085 1.7118 2.6613  O30 0.984
29 H -2.9465 0.6844 2.9468  O30 1.006
30 O -3.4354 1.0268 2.1370  H28 0.984, H29 1.006
31 H 2.2481 -0.3905 -4.0431  O33 1.029
32 H 1.9313 0.4273 -2.8242  O33 0.953
33 O 1.9883 -0.4961 -3.0527  H31 1.029, H32 0.953
34 H -2.6802 -3.0054 1.4548  O36 0.948
35 H -2.8843 -2.7708 0.0767  O36 0.973
36 O -2.4111 -3.4077 0.6398  H34 0.948, H35 0.973
37 H 1.0225 1.8944 2.6684  O39 0.976
38 H 0.5538 1.2854 1.2400  O39 1.027
39 O 1.1720 1.1549 2.0491  H37 0.976, H38 1.027
40 H 0.1645 3.3550 -0.1879  O42 0.963
41 H -0.1131 4.7411 0.1050  O42 0.995
42 O 0.2766 4.2011 -0.6346  H40 0.963, H41 0.995
43 H 2.8167 2.3786 -2.2575  O45 0.941
44 H 2.3368 1.4857 -1.0285  O45 0.956
45 O 2.1283 1.8566 -1.8849  H43 0.941, H44 0.956
46 H -1.7752 -1.2821 3.0356  O48 0.993
47 H -3.1106 -0.9072 2.1950  O48 0.938
48 O -2.7532 -1.4001 2.9083  H46 0.993, H47 0.938
49 H 0.5865 -0.1540 2.9213  O51 0.989
50 H 0.3582 -1.1441 4.1391  O51 0.916
51 O 0.1694 -0.9854 3.2574  H49 0.989, H50 0.916

Properties
gap between HOMO and LUMO: 11.26 eV
total charge: +1
E_HOMO: -13.63 eV
energy relative to the best compared isomer or geometry (same formula, charge and spin): 71.18 kcal per mole
LUMO: -2.4 eV

=====

Entry 6:
# C22H23N3O3S

C22H23N3O3S in the gas phase in a non-equilibrium geometry (ωB97M-V/def2-TZVPD, the Open Molecules 2025 dataset).

Last columns: bonded neighbours and bond lengths (Å).
Positions of all 52 atoms, in Å:
1 C 0.3890 4.1948 -5.3995  C2 1.523, H30 1.087, H31 1.088, H32 1.088
2 C 1.1428 2.9460 -4.9612  C1 1.523, C3 1.508, H33 1.094, H34 1.095
3 C 0.4478 2.0963 -3.9279  C2 1.508, C4 1.392, C29 1.389
4 C 1.1123 0.9772 -3.4334  C3 1.392, C5 1.381, H35 1.081
5 C 0.5364 0.1542 -2.4861  C4 1.381, C6 1.391, H36 1.079
6 C -0.7435 0.4325 -2.0161  C5 1.391, N7 1.408, C28 1.390
7 N -1.3827 -0.3718 -1.0536  C6 1.408, C8 1.444, S19 1.680
8 C -1.1836 -1.8021 -1.0394  N7 1.444, C9 1.528, H37 1.093, H38 1.093
9 C -0.1706 -2.2364 0.0195  C8 1.528, O10 1.216, N11 1.347
10 O 0.9302 -1.7272 0.1051  C9 1.216
11 N -0.5786 -3.2664 0.7858  C9 1.347, C12 1.450, H39 1.008
12 C 0.2189 -3.7696 1.8877  N11 1.450, C13 1.505, H40 1.096, H41 1.093
13 C -0.2926 -3.2860 3.2183  C12 1.505, C14 1.389, C18 1.392
14 C 0.4789 -2.4809 4.0463  C13 1.389, C15 1.386, H42 1.081
15 C -0.0539 -2.0390 5.2465  C14 1.386, C16 1.386, H43 1.079
16 C -1.3445 -2.4255 5.5736  C15 1.386, N17 1.322, H44 1.082
17 N -2.0836 -3.2021 4.8009  C16 1.322, C18 1.319
18 C -1.5723 -3.6143 3.6574  C13 1.392, N17 1.319, H45 1.083
19 S -1.6688 0.3203 0.4505  N7 1.680, O20 1.432, O21 1.438, C22 1.790
20 O -2.5626 1.4237 0.2678  S19 1.432
21 O -2.0892 -0.7627 1.2975  S19 1.438
22 C -0.0994 0.9602 1.0260  S19 1.790, C23 1.379, C27 1.381
23 C 0.5011 0.3552 2.1102  C22 1.379, C24 1.384, H46 1.078
24 C 1.7288 0.8194 2.5500  C23 1.384, C25 1.385, H47 1.080
25 C 2.3401 1.8772 1.8969  C24 1.385, C26 1.386, H48 1.080
26 C 1.7179 2.4877 0.8198  C25 1.386, C27 1.385, H49 1.079
27 C 0.4849 2.0333 0.3818  C22 1.381, C26 1.385, H50 1.078
28 C -1.4187 1.5469 -2.4996  C6 1.390, C29 1.384, H51 1.078
29 C -0.8229 2.3699 -3.4392  C3 1.389, C28 1.384, H52 1.078
30 H -0.5585 3.9335 -5.8645  C1 1.087
31 H 0.9824 4.7448 -6.1270  C1 1.088
32 H 0.1976 4.8496 -4.5526  C1 1.088
33 H 2.1177 3.2403 -4.5604  C2 1.094
34 H 1.3378 2.3223 -5.8393  C2 1.095
35 H 2.1072 0.7530 -3.7920  C4 1.081
36 H 1.0850 -0.6860 -2.0892  C5 1.079
37 H -2.1550 -2.2668 -0.8495  C8 1.093
38 H -0.8239 -2.1133 -2.0239  C8 1.093
39 H -1.5644 -3.4741 0.8172  N11 1.008
40 H 0.1999 -4.8652 1.8534  C12 1.096
41 H 1.2405 -3.4196 1.7216  C12 1.093
42 H 1.4831 -2.2100 3.7515  C14 1.081
43 H 0.5178 -1.4086 5.9101  C15 1.079
44 H -1.8096 -2.1070 6.4969  C16 1.082
45 H -2.2175 -4.2515 3.0650  C18 1.083
46 H -0.0087 -0.4626 2.5932  C23 1.078
47 H 2.2092 0.3573 3.3993  C24 1.080
48 H 3.3030 2.2326 2.2330  C25 1.080
49 H 2.1913 3.3189 0.3194  C26 1.079
50 H -0.0252 2.5053 -0.4418  C27 1.078
51 H -2.4005 1.7678 -2.1133  C28 1.078
52 H -1.3708 3.2286 -3.7926  C29 1.078

Properties
gap between HOMO and LUMO: 9.28 eV
total charge: 0
E_HOMO: -8.59 eV
energy relative to the best compared isomer or geometry (same formula, charge and spin): 39.42 kcal per mole
LUMO: 0.7 eV

=====

- E_HOMO of number 5 (C5H33N2O11)?
  -13.63 eV

=====

- Among the records above, which one has the highest LUMO?
  CH6N4O2

=====

Repeat the first record exactly.
# H2NOP

H2NOP in the gas phase in a non-equilibrium geometry (ωB97M-V/def2-TZVPD, the Open Molecules 2025 dataset).

Last columns: bonded neighbours and bond lengths (Å).
Positions of all 5 atoms, in Å:
1 N 0.2876 1.3112 0.1956  P3 1.567, H4 1.078
2 O 2.3387 -0.0866 -0.7974  P3 1.462
3 P 0.9467 0.0015 -0.3581  N1 1.567, O2 1.462, H5 1.571
4 H -0.6786 1.3432 0.6727  N1 1.078
5 H 0.4383 -1.4670 -0.1251  P3 1.571

Properties
gap between HOMO and LUMO: 10.37 eV
total charge: 0
E_HOMO: -10.85 eV
energy relative to the best compared isomer or geometry (same formula, charge and spin): 40.76 kcal per mole
LUMO: -0.5 eV